No. 1
The following is a DFT calculation (the ωB97M-V functional and the def2-TZVPD basis) of the ion C15H28F3N6O2 with charge +1.

Structure (XYZ):
```
54
Properties=species:S:1:pos:R:3:mulliken_charge:R:1
C 2.4175 -2.0621 -3.1080 -0.958
N 2.6950 -1.8031 -1.6898 -0.195
C 3.1315 -0.4615 -1.3816 -0.905
N 2.5109 0.0366 -0.1391 0.190
C 3.2587 0.0413 1.0626 -1.073
O 3.0057 -1.1925 1.7689 -0.327
C 3.8171 -1.4135 2.8306 0.953
F 3.7062 -0.4252 3.7471 -0.265
F 3.4624 -2.5620 3.3976 -0.244
F 5.1094 -1.4818 2.4717 -0.245
C 1.2085 0.3858 -0.2307 0.524
N 0.5513 0.3853 -1.3863 -0.352
C -0.6869 0.7808 -1.1049 0.332
C -1.7590 0.8824 -2.1258 -1.029
C -2.2958 -0.5365 -2.3993 -0.777
C -3.3390 -0.9829 -1.3502 -0.326
C -2.9749 -2.3423 -0.7925 -0.967
O -1.7872 -2.1687 -0.0410 -0.155
C -1.3167 -3.3814 0.5204 -0.816
N -0.8100 1.0263 0.1835 1.389
N -1.9770 1.4179 0.8614 -1.377
C -2.1426 2.6919 0.8964 0.996
C -3.5388 3.1483 1.1613 -1.362
C -1.0465 3.7082 0.7421 -1.178
N 0.4012 0.7622 0.7822 0.083
C 0.5510 0.8987 2.2209 -1.028
H 3.2841 -2.4545 -3.6474 0.338
H 1.6383 -2.8215 -3.1854 0.275
H 2.0678 -1.1482 -3.5832 0.324
H 3.3930 -2.4519 -1.3535 0.262
H 2.8960 0.2185 -2.1966 0.467
H 4.2113 -0.4196 -1.2159 0.385
H 3.0228 0.8878 1.7042 0.481
H 4.3176 0.0989 0.8156 0.479
H -1.2872 1.2640 -3.0321 0.462
H -2.5494 1.5740 -1.8384 0.267
H -2.7215 -0.5461 -3.4026 0.485
H -1.4516 -1.2272 -2.3875 0.443
H -4.3296 -0.9844 -1.8029 0.432
H -3.3135 -0.2771 -0.5170 0.072
H -3.7796 -2.7245 -0.1526 0.486
H -2.8225 -3.0720 -1.5998 0.431
H -2.1455 -3.9846 0.9003 0.347
H -0.7716 -3.9654 -0.2291 0.293
H -0.6294 -3.1300 1.3258 0.191
H -4.0410 3.2699 0.1987 0.263
H -3.5680 4.1068 1.6769 0.483
H -4.0732 2.4212 1.7697 0.391
H -0.2767 3.4861 1.4824 0.216
H -0.5993 3.7088 -0.2528 0.278
H -1.4299 4.6981 0.9722 0.450
H -0.4315 0.8685 2.6833 0.392
H 1.0750 1.8171 2.4845 0.403
H 1.1269 0.0585 2.6024 0.313
```

Results
- electronic energy (eV) = -37190.09032
- SMILES string = CNCN(COC(F)(F)F)c1nc(CCCCOC)n(N=C(C)C)[n+]1C
- max |F| (eV/A) = 0.70
- charge = +1


No. 2
The following is a DFT calculation (the ωB97M-V functional and the def2-TZVPD basis) of a cluster of 2 separate species, C15H28N6O4 in total at a distorted geometry.

Structure (XYZ):
```
53
Properties=species:S:1:pos:R:3:mulliken_charge:R:1
H -5.9721 2.6804 -1.7847 0.254
N -5.2698 2.2818 -1.1563 -0.620
C -5.6384 2.1830 0.1013 0.084
C -4.6423 1.6328 1.1034 -0.294
C -3.9427 0.3713 0.6415 -0.593
C -2.8280 -0.0815 1.2978 -0.263
N -2.1898 -1.2572 0.9093 -0.085
C -1.1534 -1.8280 1.5620 0.582
N -0.6937 -1.3663 2.7310 -0.284
N -0.5868 -2.8589 1.0794 -1.046
H 0.1488 -3.2568 1.6610 0.348
C -6.9934 2.6623 0.5330 0.631
O -7.7350 3.1313 -0.3221 -0.570
O -7.3598 2.5742 1.8403 -0.456
H -3.8944 2.4067 1.2993 0.366
H -5.1493 1.4187 2.0482 0.321
H -4.3299 -0.1806 -0.2111 0.327
H -2.4528 0.4916 2.1439 0.348
H -2.4678 -1.7376 0.0618 0.233
H -1.3826 -0.9551 3.3454 0.172
H 0.0992 -1.8639 3.1339 0.199
H -8.2615 2.9332 1.8814 0.351
C 5.9085 -2.2315 -1.1233 -0.974
N 4.5004 -2.0121 -0.7952 -0.087
C 3.7967 -0.9283 -1.1493 0.047
O 4.3023 -0.0203 -1.7965 -0.673
C 2.3128 -0.8912 -0.7158 0.049
C 1.5799 0.4720 -0.7245 -0.567
C 1.5598 1.2615 -2.0514 0.846
C 1.1109 0.4242 -3.2514 -1.497
C 0.5867 2.4342 -1.9189 -1.699
N 2.0130 -1.5993 0.5379 -0.032
C 2.5249 -1.4780 1.7641 0.692
C 3.6435 -0.4982 2.0593 -1.200
O 2.0830 -2.1760 2.6690 -0.750
H 6.2035 -3.2468 -0.8539 0.362
H 6.5309 -1.5171 -0.5801 0.295
H 6.0652 -2.0850 -2.1946 0.291
H 4.0178 -2.7193 -0.2618 0.288
H 1.8157 -1.4900 -1.4786 0.282
H 0.5445 0.2869 -0.4311 0.157
H 2.0184 1.1163 0.0359 0.183
H 2.5452 1.6741 -2.2560 0.280
H 1.0370 1.0596 -4.1336 0.445
H 1.8466 -0.3515 -3.4584 0.329
H 0.1400 -0.0278 -3.0495 0.293
H 0.6092 3.0333 -2.8291 0.449
H 0.8827 3.0644 -1.0809 0.384
H -0.4271 2.0683 -1.7546 0.383
H 1.2057 -2.2103 0.4960 0.513
H 3.3999 0.4846 1.6667 0.310
H 4.5729 -0.8517 1.6214 0.218
H 3.7651 -0.4261 3.1385 0.380
```

Results
- SMILES string = [H]/N=C(/C/C=C/N/C(N)=N/[H])C(=O)O.CNC(=O)[C@H](CC(C)C)NC(C)=O
- max |F| (eV/A) = 3.06
- charge = 0
- ΔE to the lowest compared entry with this formula, charge and spin (kJ/mol) = 0.0


No. 3
The following is a DFT calculation (the ωB97M-V functional and the def2-TZVPD basis) of a cluster of 3 separate species, C15H28O9 in total at a distorted geometry.

Structure (XYZ):
```
52
Properties=species:S:1:pos:R:3:mulliken_charge:R:1
C 2.0165 1.8172 2.6246 -0.882
O 1.4530 1.0933 1.5070 0.004
C 1.7977 1.6944 0.2407 0.356
C 1.5991 0.5201 -0.8761 -1.015
O 0.3504 -0.2017 -0.7186 0.260
O -0.4770 0.0360 -1.7878 -0.569
C 0.8488 2.9145 -0.2117 -0.798
O -0.0486 3.3982 0.8136 -0.456
C -1.2417 2.5736 0.8360 0.208
C -2.6098 3.3767 0.5888 -0.478
C -3.7815 2.5147 1.2986 0.581
O -4.6137 3.0866 2.0560 -0.533
O -3.9719 1.1077 1.0787 -0.328
C -3.2860 0.3147 2.0529 0.537
C -2.4202 -0.9615 1.5874 -0.277
O -3.2813 0.5760 3.2882 -0.521
H 1.5298 1.4288 3.6004 0.263
H 3.1436 1.5876 2.7363 0.299
H 1.8225 2.9446 2.6057 0.295
H 2.9184 1.9570 0.2411 0.429
H 1.5812 0.9713 -1.9415 0.448
H 2.4988 -0.1807 -0.7345 0.247
H -1.4082 0.0912 -1.4452 0.247
H 0.2726 2.6350 -1.1769 0.402
H 1.5307 3.7951 -0.5300 0.299
H -1.2032 1.7103 0.0828 -0.136
H -1.2625 2.0769 1.8827 0.250
H -2.8708 3.3628 -0.5358 0.249
H -2.5906 4.4484 0.9757 0.289
H -1.3097 -0.7839 1.8037 -0.220
H -2.7115 -1.9225 2.1320 0.399
H -2.5085 -1.1762 0.4611 0.153
C 0.3780 -1.1501 -6.2874 -1.142
C 1.1342 -0.9865 -4.9956 0.886
C 0.8908 -2.0065 -3.9162 -0.896
O 1.9125 -0.0646 -4.8308 -0.564
H 0.6524 -0.3446 -6.9720 0.311
H 0.6349 -2.1055 -6.7501 0.330
H -0.6963 -1.0980 -6.0983 0.306
H 1.1708 -3.0002 -4.2730 0.473
H -0.1603 -1.9917 -3.6218 0.252
H 1.5015 -1.7629 -3.0443 0.054
C 1.3341 -2.0345 3.0634 -0.681
C 0.6485 -3.0753 2.2184 0.851
C 1.0658 -4.5092 2.4100 -1.334
O -0.2101 -2.7688 1.4115 -0.478
H 0.9340 -1.0478 2.8185 -0.150
H 1.1500 -2.2345 4.1214 0.416
H 2.4068 -2.0374 2.8587 0.343
H 0.8699 -4.8190 3.4388 0.346
H 2.1266 -4.6219 2.1764 0.355
H 0.4893 -5.1471 1.7365 0.319
```

Results
- SMILES string = CO[C@@H](COO)COCCC(=O)OC(C)=O.CC(C)=O.CC(C)=O
- max |F| (eV/A) = 5.75
- charge = 0
- ΔE to the lowest compared entry with this formula, charge and spin (kJ/mol) = 505.6


No. 4
The following is a DFT calculation (the ωB97M-V functional and the def2-TZVPD basis) of a structure of composition C15H29AgAs2IN5.

Structure (XYZ):
```
53
Properties=species:S:1:pos:R:3:mulliken_charge:R:1
Ag 1.2222 0.3194 0.4712 0.014
C 0.0992 -2.7231 5.1702 -1.032
N 0.6947 -1.5915 4.4750 0.113
C 1.2177 -0.5628 5.3455 -1.164
C 0.2538 -1.2151 3.2251 0.264
N 0.1506 -0.0194 2.7859 -0.476
N 0.0237 -2.3083 2.3869 -0.054
C -0.8749 -2.3362 1.3217 0.399
N -0.4789 -3.2511 0.3549 -0.481
N -1.9569 -1.6688 1.3527 -0.645
H 0.8661 -3.2533 5.7365 0.334
H -0.3512 -3.4067 4.4585 0.345
H -0.6770 -2.3869 5.8666 0.324
H 1.7680 -1.0393 6.1558 0.282
H 0.4279 0.0579 5.7889 0.383
H 1.9062 0.0773 4.7950 0.404
H 0.2704 0.6670 3.5221 0.124
H 0.7760 -2.9802 2.3509 0.272
H 0.5147 -3.2339 0.1465 0.062
H -1.0384 -3.2110 -0.4825 0.288
H -2.4738 -1.8047 0.4884 0.261
C 1.6988 -0.9780 -3.1839 -1.112
As -0.0797 -0.6085 -2.4641 0.562
C -1.1638 -1.3932 -3.9059 -1.253
C -0.2555 1.2748 -3.0426 -0.105
C -0.1214 1.6048 -4.3878 -0.369
C -0.2693 2.9116 -4.8293 -0.873
C -0.5592 3.9145 -3.9183 -0.623
C -0.6898 3.6035 -2.5730 -0.287
C -0.5399 2.2942 -2.1247 0.281
As -0.6168 1.8649 -0.2299 0.958
C -0.7865 3.6140 0.6040 -1.407
C -2.4451 1.2308 -0.0520 -1.040
H 1.7977 -0.6305 -4.2119 0.424
H 1.8753 -2.0525 -3.1406 0.391
H 2.4310 -0.4823 -2.5489 0.205
H -0.7970 -1.1380 -4.8988 0.406
H -2.1895 -1.0413 -3.8008 0.357
H -1.1539 -2.4779 -3.7976 0.399
H 0.1095 0.8336 -5.1130 0.199
H -0.1564 3.1440 -5.8805 0.377
H -0.6784 4.9377 -4.2508 0.379
H -0.9059 4.3989 -1.8712 0.294
H -1.6636 4.1491 0.2418 0.397
H 0.1116 4.2023 0.4246 0.413
H -0.8894 3.4493 1.6758 0.363
H -3.1452 2.0332 -0.2832 0.431
H -2.5811 0.8574 0.9611 0.390
H -2.5949 0.4059 -0.7454 0.247
I 3.2082 -2.7629 0.4468 -0.181
C 3.1666 -0.5796 0.4015 -1.106
H 3.7631 -0.3730 -0.4849 0.417
H 3.7804 -0.3360 1.2679 0.452
```

Results
- max |F| (eV/A) = 0.14
- charge = 0
- ΔE to the lowest compared entry with this formula, charge and spin (kJ/mol) = 0.0


What did the first record say?
The following is a DFT calculation (the ωB97M-V functional and the def2-TZVPD basis) of the ion C15H28F3N6O2 with charge +1.

Structure (XYZ):
```
54
Properties=species:S:1:pos:R:3:mulliken_charge:R:1
C 2.4175 -2.0621 -3.1080 -0.958
N 2.6950 -1.8031 -1.6898 -0.195
C 3.1315 -0.4615 -1.3816 -0.905
N 2.5109 0.0366 -0.1391 0.190
C 3.2587 0.0413 1.0626 -1.073
O 3.0057 -1.1925 1.7689 -0.327
C 3.8171 -1.4135 2.8306 0.953
F 3.7062 -0.4252 3.7471 -0.265
F 3.4624 -2.5620 3.3976 -0.244
F 5.1094 -1.4818 2.4717 -0.245
C 1.2085 0.3858 -0.2307 0.524
N 0.5513 0.3853 -1.3863 -0.352
C -0.6869 0.7808 -1.1049 0.332
C -1.7590 0.8824 -2.1258 -1.029
C -2.2958 -0.5365 -2.3993 -0.777
C -3.3390 -0.9829 -1.3502 -0.326
C -2.9749 -2.3423 -0.7925 -0.967
O -1.7872 -2.1687 -0.0410 -0.155
C -1.3167 -3.3814 0.5204 -0.816
N -0.8100 1.0263 0.1835 1.389
N -1.9770 1.4179 0.8614 -1.377
C -2.1426 2.6919 0.8964 0.996
C -3.5388 3.1483 1.1613 -1.362
C -1.0465 3.7082 0.7421 -1.178
N 0.4012 0.7622 0.7822 0.083
C 0.5510 0.8987 2.2209 -1.028
H 3.2841 -2.4545 -3.6474 0.338
H 1.6383 -2.8215 -3.1854 0.275
H 2.0678 -1.1482 -3.5832 0.324
H 3.3930 -2.4519 -1.3535 0.262
H 2.8960 0.2185 -2.1966 0.467
H 4.2113 -0.4196 -1.2159 0.385
H 3.0228 0.8878 1.7042 0.481
H 4.3176 0.0989 0.8156 0.479
H -1.2872 1.2640 -3.0321 0.462
H -2.5494 1.5740 -1.8384 0.267
H -2.7215 -0.5461 -3.4026 0.485
H -1.4516 -1.2272 -2.3875 0.443
H -4.3296 -0.9844 -1.8029 0.432
H -3.3135 -0.2771 -0.5170 0.072
H -3.7796 -2.7245 -0.1526 0.486
H -2.8225 -3.0720 -1.5998 0.431
H -2.1455 -3.9846 0.9003 0.347
H -0.7716 -3.9654 -0.2291 0.293
H -0.6294 -3.1300 1.3258 0.191
H -4.0410 3.2699 0.1987 0.263
H -3.5680 4.1068 1.6769 0.483
H -4.0732 2.4212 1.7697 0.391
H -0.2767 3.4861 1.4824 0.216
H -0.5993 3.7088 -0.2528 0.278
H -1.4299 4.6981 0.9722 0.450
H -0.4315 0.8685 2.6833 0.392
H 1.0750 1.8171 2.4845 0.403
H 1.1269 0.0585 2.6024 0.313
```

Results
- electronic energy (eV) = -37190.09032
- SMILES string = CNCN(COC(F)(F)F)c1nc(CCCCOC)n(N=C(C)C)[n+]1C
- max |F| (eV/A) = 0.70
- charge = +1


Question: Among the records above, which one has the highest charge?
Answer: C15H28F3N6O2


Repeat the fourth record exactly.
The following is a DFT calculation (the ωB97M-V functional and the def2-TZVPD basis) of a structure of composition C15H29AgAs2IN5.

Structure (XYZ):
```
53
Properties=species:S:1:pos:R:3:mulliken_charge:R:1
Ag 1.2222 0.3194 0.4712 0.014
C 0.0992 -2.7231 5.1702 -1.032
N 0.6947 -1.5915 4.4750 0.113
C 1.2177 -0.5628 5.3455 -1.164
C 0.2538 -1.2151 3.2251 0.264
N 0.1506 -0.0194 2.7859 -0.476
N 0.0237 -2.3083 2.3869 -0.054
C -0.8749 -2.3362 1.3217 0.399
N -0.4789 -3.2511 0.3549 -0.481
N -1.9569 -1.6688 1.3527 -0.645
H 0.8661 -3.2533 5.7365 0.334
H -0.3512 -3.4067 4.4585 0.345
H -0.6770 -2.3869 5.8666 0.324
H 1.7680 -1.0393 6.1558 0.282
H 0.4279 0.0579 5.7889 0.383
H 1.9062 0.0773 4.7950 0.404
H 0.2704 0.6670 3.5221 0.124
H 0.7760 -2.9802 2.3509 0.272
H 0.5147 -3.2339 0.1465 0.062
H -1.0384 -3.2110 -0.4825 0.288
H -2.4738 -1.8047 0.4884 0.261
C 1.6988 -0.9780 -3.1839 -1.112
As -0.0797 -0.6085 -2.4641 0.562
C -1.1638 -1.3932 -3.9059 -1.253
C -0.2555 1.2748 -3.0426 -0.105
C -0.1214 1.6048 -4.3878 -0.369
C -0.2693 2.9116 -4.8293 -0.873
C -0.5592 3.9145 -3.9183 -0.623
C -0.6898 3.6035 -2.5730 -0.287
C -0.5399 2.2942 -2.1247 0.281
As -0.6168 1.8649 -0.2299 0.958
C -0.7865 3.6140 0.6040 -1.407
C -2.4451 1.2308 -0.0520 -1.040
H 1.7977 -0.6305 -4.2119 0.424
H 1.8753 -2.0525 -3.1406 0.391
H 2.4310 -0.4823 -2.5489 0.205
H -0.7970 -1.1380 -4.8988 0.406
H -2.1895 -1.0413 -3.8008 0.357
H -1.1539 -2.4779 -3.7976 0.399
H 0.1095 0.8336 -5.1130 0.199
H -0.1564 3.1440 -5.8805 0.377
H -0.6784 4.9377 -4.2508 0.379
H -0.9059 4.3989 -1.8712 0.294
H -1.6636 4.1491 0.2418 0.397
H 0.1116 4.2023 0.4246 0.413
H -0.8894 3.4493 1.6758 0.363
H -3.1452 2.0332 -0.2832 0.431
H -2.5811 0.8574 0.9611 0.390
H -2.5949 0.4059 -0.7454 0.247
I 3.2082 -2.7629 0.4468 -0.181
C 3.1666 -0.5796 0.4015 -1.106
H 3.7631 -0.3730 -0.4849 0.417
H 3.7804 -0.3360 1.2679 0.452
```

Results
- max |F| (eV/A) = 0.14
- charge = 0
- ΔE to the lowest compared entry with this formula, charge and spin (kJ/mol) = 0.0